a:
Density functional theory data (ωB97M-V/def2-TZVPD) for the molecule C24H32N2O5.

Cartesian coordinates (Å):
C (2.06806, 3.28886, -1.31686)
H (1.70700, 2.97310, -2.30042)
H (2.67341, 4.18717, -1.42744)
H (2.67547, 2.49229, -0.88246)
O (0.99956, 3.65718, -0.47113)
C (0.04934, 2.73218, -0.18110)
C (-1.01089, 3.17343, 0.61385)
C (-2.04739, 2.32398, 0.92788)
C (-2.06468, 0.99925, 0.49235)
C (-0.98341, 0.55956, -0.25942)
C (0.05325, 1.41070, -0.61017)
H (0.85950, 1.02681, -1.21409)
H (-0.91979, -0.46411, -0.59235)
C (-3.28951, 0.15724, 0.79140)
N (-4.09121, -0.21526, -0.36572)
C (-3.54764, -1.04148, -1.42206)
H (-3.29650, -2.03426, -1.04378)
C (-4.70919, -1.07805, -2.41133)
H (-4.40372, -1.39564, -3.40655)
H (-5.47674, -1.75846, -2.04358)
C (-5.22180, 0.36615, -2.37990)
H (-4.78596, 0.94577, -3.19317)
H (-6.30473, 0.40939, -2.47650)
C (-4.74562, 0.90778, -1.02233)
H (-5.57491, 1.24697, -0.39552)
H (-4.05766, 1.75530, -1.16612)
H (-2.66356, -0.59983, -1.90935)
C (-3.02398, -1.06921, 1.69073)
N (-1.85684, -1.85634, 1.38569)
C (-0.82464, -1.96094, 2.24848)
O (-0.79823, -1.40053, 3.32378)
C (0.31948, -2.83531, 1.74742)
C (1.27523, -1.99048, 0.94646)
C (1.68517, -2.38417, -0.31739)
C (2.58589, -1.60362, -1.03465)
C (3.04348, -0.39663, -0.49144)
C (2.60478, 0.00804, 0.77782)
C (1.73748, -0.80402, 1.49376)
H (1.39086, -0.51813, 2.47249)
O (3.06670, 1.21209, 1.21810)
C (2.51261, 1.74729, 2.39813)
H (2.79206, 1.15672, 3.27579)
H (2.93006, 2.74906, 2.48698)
H (1.42270, 1.81147, 2.33218)
O (3.86441, 0.40505, -1.26047)
C (5.18926, 0.53429, -0.78493)
H (5.69214, -0.43832, -0.75950)
H (5.21456, 0.98232, 0.21208)
H (5.69637, 1.18707, -1.49302)
O (3.07291, -1.91402, -2.26755)
C (2.62729, -3.09213, -2.88920)
H (3.13939, -3.12803, -3.84949)
H (1.54542, -3.07604, -3.05911)
H (2.89056, -3.98193, -2.30712)
H (1.31628, -3.31079, -0.72848)
H (-0.05724, -3.66668, 1.15054)
H (0.83538, -3.23330, 2.62382)
H (-1.81585, -2.32801, 0.49747)
H (-2.87220, -0.72306, 2.71602)
H (-3.91698, -1.70224, 1.65278)
H (-3.96985, 0.78690, 1.38147)
H (-2.86727, 2.69609, 1.52620)
H (-1.00427, 4.19584, 0.95818)

HOMO-LUMO gap: 8.68 eV
HOMO energy: -8.15 eV

These are the Löwdin partial charges, in e, on atoms 1 to 6: C -0.066; H 0.102; H 0.096; H 0.070; O -0.080; C -0.282



b:
Density functional theory data (ωB97M-V/def2-TZVPD) for the molecule C24H32N2O5.

Cartesian coordinates (Å):
C (-1.47917, -2.96520, -2.43294)
C (-0.60036, -2.74544, -1.20433)
O (0.53016, -1.94726, -1.47947)
C (0.42845, -0.58870, -1.47501)
C (-0.74516, 0.12972, -1.32517)
C (-0.79251, 1.52400, -1.37040)
C (0.40446, 2.23120, -1.58636)
C (1.58142, 1.51182, -1.73958)
C (1.62121, 0.12650, -1.66329)
N (2.85864, -0.52180, -1.81352)
C (3.36798, -1.57975, -1.11962)
O (4.37613, -2.13719, -1.51116)
C (2.67358, -1.96101, 0.13612)
C (2.18922, -1.01935, 1.03354)
C (1.56983, -1.40970, 2.20788)
C (1.41965, -2.76163, 2.50426)
C (1.92842, -3.70877, 1.60997)
C (2.55679, -3.31293, 0.45232)
H (2.95978, -4.04280, -0.23276)
H (1.81762, -4.75283, 1.85828)
O (0.80113, -3.27395, 3.59840)
C (0.35105, -2.42321, 4.64455)
C (-0.63015, -3.25009, 5.46976)
H (-1.45318, -3.58665, 4.84497)
H (-1.02430, -2.65471, 6.28824)
H (-0.12412, -4.12279, 5.87334)
C (1.52349, -1.94407, 5.50073)
H (2.25110, -1.40759, 4.89645)
H (2.01854, -2.80053, 5.95197)
H (1.16520, -1.28635, 6.28801)
H (-0.18066, -1.55984, 4.21795)
H (1.20945, -0.64563, 2.87920)
H (2.30424, 0.03526, 0.83134)
H (3.43571, -0.22348, -2.59051)
H (2.51961, 2.02420, -1.88555)
O (0.34846, 3.60240, -1.57019)
C (1.42755, 4.35626, -2.08174)
C (1.57373, 4.23662, -3.59573)
H (1.76718, 3.20625, -3.88450)
H (0.65897, 4.56445, -4.08366)
H (2.39659, 4.85969, -3.93483)
H (2.36570, 4.09079, -1.57824)
H (1.17871, 5.38654, -1.81225)
N (-2.05523, 2.11066, -1.24555)
C (-2.33525, 3.41369, -1.80909)
C (-3.84726, 3.50422, -2.04203)
H (-4.12177, 4.49375, -2.41093)
O (-4.57080, 3.31636, -0.84722)
C (-4.27252, 2.06436, -0.27634)
C (-2.77391, 1.92811, 0.00090)
H (-2.55600, 0.94546, 0.41858)
H (-2.47806, 2.69728, 0.73409)
H (-4.84752, 2.00497, 0.64951)
H (-4.58997, 1.25927, -0.95740)
H (-4.14548, 2.74279, -2.77935)
H (-1.81667, 3.51485, -2.76127)
H (-2.02375, 4.22868, -1.13976)
H (-1.68334, -0.38437, -1.19581)
H (-1.17862, -2.32118, -0.37446)
H (-0.18121, -3.70028, -0.87318)
H (-1.88173, -2.02436, -2.79959)
H (-2.30141, -3.62952, -2.18130)
H (-0.88966, -3.41722, -3.22627)

HOMO-LUMO gap: 8.06 eV
HOMO energy: -7.48 eV

These are the Löwdin partial charges, in e, on atoms 1 to 6: C -0.057; C -0.237; O -0.052; C -0.205; C 0.061; C -0.148



Relative energies with respect to the most stable structure, expressed in kJ/mol: a 36.3; b 0.0.